Record 1
{"formula": "C37H25MnN8O2S6", "method": "wB97M-V/def2-TZVPD", "species": ["Mn", "S", "S", "S", "S", "S", "S", "O", "O", "N", "N", "N", "N", "N", "N", "N", "N", "C", "C", "C", "C", "C", "C", "C", "C", "C", "C", "C", "C", "C", "C", "C", "C", "C", "C", "C", "C", "C", "C", "C", "C", "C", "C", "C", "C", "C", "C", "C", "C", "C", "C", "C", "C", "C", "H", "H", "H", "H", "H", "H", "H", "H", "H", "H", "H", "H", "H", "H", "H", "H", "H", "H", "H", "H", "H", "H", "H", "H", "H"], "xyz": [[-0.340, -0.143, 0.871], [-1.725, -3.576, 2.365], [5.079, 3.882, -2.950], [0.369, -0.619, 3.325], [-4.450, -4.100, 0.188], [-1.307, 2.081, 2.228], [-6.002, -1.324, 1.550], [0.375, -2.050, -0.508], [-2.141, -0.834, 0.525], [-0.032, 1.713, -0.598], [-0.058, 4.288, 4.921], [5.194, 2.576, -2.010], [1.838, 0.135, 0.496], [-0.990, -0.417, -3.076], [0.962, -2.438, -2.662], [3.491, 4.152, -2.856], [1.912, 1.131, 6.166], [-4.442, -4.547, -1.463], [-1.772, 1.430, -4.372], [-3.527, -2.676, -0.113], [-1.972, 0.376, -3.494], [-0.713, 3.656, -1.799], [0.411, 0.960, 4.058], [-4.441, -0.740, 1.109], [-3.746, -3.648, -2.213], [1.338, -1.066, -2.939], [-3.185, -1.613, 0.958], [2.266, 1.078, -0.345], [-3.217, -2.580, -1.432], [-2.542, -2.612, 4.572], [-1.733, -3.582, 4.074], [1.244, 1.075, 5.226], [-0.139, 3.292, 4.345], [-5.764, 1.174, 1.116], [-2.847, -2.272, 2.293], [3.977, 2.311, -1.578], [-6.692, 0.243, 1.466], [4.530, 0.313, -0.167], [2.994, 3.220, -2.067], [4.074, -0.681, 0.667], [1.235, 1.977, -0.915], [0.586, 3.915, -2.167], [0.494, -2.832, -1.440], [0.140, -4.286, -1.288], [-4.474, 0.604, 0.911], [-3.177, -1.856, 3.545], [-0.977, 2.537, -1.013], [1.591, 3.059, -1.719], [2.719, -0.728, 0.985], [-0.270, 2.055, 3.615], [0.539, 0.834, -4.406], [3.610, 1.220, -0.690], [-0.488, 1.658, -4.838], [0.240, -0.190, -3.513], [1.557, 0.986, -4.744], [-2.603, 2.053, -4.677], [4.747, -1.408, 1.100], [2.209, -1.046, -3.595], [-2.613, -1.770, -1.804], [0.480, -4.903, -2.121], [-3.605, -3.746, -3.283], [-0.287, 2.467, -5.530], [-3.824, -1.008, 3.727], [0.901, -3.093, -3.420], [-2.960, 0.158, -3.095], [-1.117, -4.280, 4.620], [5.577, 0.409, -0.426], [-7.737, 0.391, 1.691], [-5.979, 2.231, 1.026], [-4.935, -5.452, -1.788], [1.644, -0.645, -1.982], [-1.985, 2.294, -0.700], [-3.576, 1.155, 0.673], [0.848, 4.766, -2.785], [2.323, -1.450, 1.686], [-0.940, -4.364, -1.192], [-1.526, 4.299, -2.104], [0.580, -4.644, -0.357], [-2.664, -2.417, 5.629]], "mulliken_charge": [0.517, 0.035, 0.080, -0.339, -0.027, -0.365, -0.065, -0.132, -0.112, 1.106, -0.598, -0.715, 0.562, 0.074, -0.103, -0.700, -0.630, -0.601, -0.853, -0.414, -0.213, -1.061, 0.385, -0.770, -0.781, 0.306, 3.507, -1.217, -0.697, -0.818, -0.549, -0.135, -0.131, -0.736, -0.669, 0.724, -0.576, -0.791, 0.699, -1.024, -0.384, -0.751, 0.308, -1.092, -0.139, -0.584, -0.283, 0.788, -0.446, 0.431, -0.958, 1.046, -0.321, 0.567, 0.363, 0.431, 0.454, 0.377, 0.647, 0.410, 0.396, 0.430, 0.550, 0.262, 0.390, 0.447, 0.523, 0.437, 0.392, 0.451, -0.672, 0.061, 0.042, 0.540, 0.470, 0.109, 0.499, 0.252, 0.378], "s_squared": 8.76, "max_force_ha_per_bohr": 0.029, "homo_energy_ev": [-3.42, -3.48], "total_charge": -1, "multiplicity": 6, "gap_ev": [4.4, 4.4], "e_tot_ha": -5553.8202}

***

Record 2
{"formula": "C37H26Cl5GeOPPtSe2", "method": "wB97M-V/def2-TZVPD", "species": ["Pt", "Se", "Se", "Ge", "Cl", "Cl", "Cl", "Cl", "Cl", "P", "O", "C", "C", "C", "C", "C", "C", "C", "C", "C", "C", "C", "C", "C", "C", "C", "C", "C", "C", "C", "C", "C", "C", "C", "C", "C", "C", "C", "C", "C", "C", "C", "C", "C", "C", "C", "C", "C", "H", "H", "H", "H", "H", "H", "H", "H", "H", "H", "H", "H", "H", "H", "H", "H", "H", "H", "H", "H", "H", "H", "H", "H", "H", "H"], "xyz": [[0.323, 0.113, -2.548], [-0.058, 4.460, -2.941], [2.152, 1.595, -2.072], [1.264, -2.337, -0.873], [-2.736, -1.762, 0.623], [-6.633, -3.121, 3.361], [-5.048, 1.456, -2.745], [-5.163, -1.643, -4.258], [-1.984, 1.564, -2.412], [1.090, 3.445, -1.468], [-1.097, -1.241, -3.051], [-1.831, -1.048, -1.997], [-1.354, 4.083, 1.720], [2.298, -6.384, 0.055], [2.906, 0.247, 2.053], [1.610, -5.181, -0.039], [3.841, 6.440, -0.906], [4.136, -5.426, -1.149], [-0.564, 4.252, 0.595], [-4.162, -0.351, 2.402], [4.544, 5.998, 0.204], [0.874, -1.629, 1.959], [-1.694, -1.956, -0.922], [2.149, -0.007, 3.189], [-5.732, -0.607, 0.406], [0.079, 3.154, 0.024], [-0.074, 1.896, 0.596], [3.442, -4.226, -1.237], [2.792, 5.683, -1.415], [1.132, -0.949, 3.143], [-0.618, -2.771, -0.690], [3.563, -6.512, -0.502], [3.157, 4.037, 0.301], [-5.284, -1.716, -0.192], [-5.252, -0.278, 1.734], [-1.522, 2.818, 2.274], [2.451, 4.479, -0.816], [2.633, -0.426, 0.869], [4.199, 4.794, 0.809], [-4.942, -1.230, -2.549], [-0.882, 1.726, 1.712], [-4.159, 0.003, -2.382], [-4.363, -2.721, 0.394], [-2.838, 0.062, -2.165], [-5.516, -1.968, -1.621], [1.638, -1.365, -2.449], [1.611, -1.369, 0.805], [2.165, -4.081, -0.689], [5.124, -5.513, -1.586], [3.207, -0.209, -0.022], [-6.032, -2.871, -1.929], [1.582, -2.031, -3.319], [-5.860, 0.233, 2.516], [4.105, 7.379, -1.378], [-0.881, -3.714, -0.215], [3.898, -3.385, -1.749], [4.098, -7.451, -0.430], [-2.161, 2.678, 3.136], [3.700, 0.984, 2.086], [0.628, -5.112, 0.414], [5.360, 6.590, 0.601], [-4.608, -2.983, 1.435], [4.743, 4.447, 1.679], [2.349, 0.531, 4.108], [2.881, 3.099, 0.768], [-6.408, 0.089, -0.077], [-1.027, 0.738, 2.136], [0.529, -1.148, 4.021], [0.427, 1.045, 0.156], [-1.860, 4.937, 2.155], [2.225, 6.015, -2.277], [0.066, -2.354, 1.935], [1.842, -7.223, 0.566], [-0.464, 5.229, 0.135]], "mulliken_charge": [1.573, -0.450, -0.542, 0.605, 0.225, -0.902, -0.230, -0.260, -0.274, 0.673, -0.878, -0.768, -0.754, -0.691, -0.417, -0.152, -0.502, -0.555, -0.648, -0.524, -0.433, -0.081, 0.714, -0.403, 0.444, -0.026, 1.216, -0.465, -0.483, -0.814, -1.142, -0.406, -0.144, 0.340, -0.315, -0.750, 0.225, -0.106, -0.510, -0.013, -0.578, 0.224, -1.036, 0.739, -0.649, -0.908, -0.096, 0.107, 0.373, 0.355, 0.413, 0.442, 0.335, 0.357, 0.391, 0.338, 0.352, 0.403, 0.415, 0.202, 0.356, 0.359, 0.394, 0.364, 0.189, 0.448, 0.418, 0.418, -0.258, 0.358, 0.269, 0.385, 0.379, 0.367], "max_force_ha_per_bohr": 0.032, "homo_energy_ev": [-2.08, -2.08], "total_charge": -2, "multiplicity": 1, "gap_ev": [4.5, 4.5], "e_tot_ha": -11141.8690}

***

Record 3
{"formula": "C37H27Br2Cl2I2N4O4Os", "method": "wB97M-V/def2-TZVPD", "species": ["Os", "I", "I", "Br", "Br", "Cl", "Cl", "O", "O", "O", "O", "N", "N", "N", "N", "C", "C", "C", "C", "C", "C", "C", "C", "C", "C", "C", "C", "C", "C", "C", "C", "C", "C", "C", "C", "C", "C", "C", "C", "C", "C", "C", "C", "C", "C", "C", "C", "C", "C", "C", "C", "C", "H", "H", "H", "H", "H", "H", "H", "H", "H", "H", "H", "H", "H", "H", "H", "H", "H", "H", "H", "H", "H", "H", "H", "H", "H", "H", "H"], "xyz": [[-0.377, -1.411, -0.609], [-2.845, 2.116, -2.756], [-7.509, 1.285, 0.925], [4.975, -1.529, 4.015], [-0.641, -1.863, 4.522], [-0.617, 6.878, -2.634], [-0.097, 3.670, 1.742], [0.456, 0.095, -1.816], [-1.997, -0.496, -1.305], [-0.469, -1.881, 1.448], [0.162, 0.925, 0.210], [1.640, -1.756, -0.115], [-0.047, -4.155, -1.020], [-2.319, -2.865, -0.168], [0.895, 5.309, -0.717], [-0.571, -6.181, 0.131], [-3.787, 1.022, -1.248], [-1.034, 4.406, 0.520], [-0.438, 5.169, -0.531], [1.869, -1.747, 1.242], [-0.841, -4.860, -0.222], [0.693, -1.804, 2.040], [3.988, -1.759, -0.459], [-3.158, -0.138, -0.777], [0.875, -1.783, 3.409], [2.968, 2.332, -0.085], [-3.827, -0.899, 0.192], [0.565, -6.790, -0.356], [-1.309, 5.903, -1.394], [0.876, 2.438, -1.472], [-5.655, 0.680, 0.194], [-2.081, -4.210, 0.332], [-3.217, 5.018, -0.273], [-2.669, 5.822, -1.275], [-3.207, -2.140, 0.770], [0.480, 1.067, -0.974], [3.158, -1.695, 1.793], [2.452, -1.769, -2.438], [1.918, 3.082, -0.594], [4.028, 2.923, 0.588], [3.054, 5.079, 0.265], [2.666, -1.769, -0.956], [1.049, -4.762, -1.495], [2.153, -1.700, 3.987], [1.954, 4.464, -0.348], [-2.407, 4.335, 0.622], [4.087, 4.306, 0.744], [3.271, -1.655, 3.204], [1.398, -6.061, -1.196], [4.235, -1.706, 0.881], [-5.067, -0.484, 0.661], [-5.018, 1.439, -0.776], [-4.292, 4.938, -0.184], [1.675, -4.178, -2.155], [-1.977, -4.147, 1.418], [-4.011, -2.803, 1.110], [1.160, 6.159, -1.207], [-2.937, -4.865, 0.133], [1.225, 2.395, -2.505], [4.823, 2.301, 0.977], [3.201, -2.402, -2.917], [-2.838, 3.747, 1.420], [-2.763, -2.895, -1.081], [3.050, 6.152, 0.412], [-0.063, 2.988, -1.481], [5.250, -1.690, 1.255], [0.799, -7.813, -0.093], [4.804, -1.789, -1.169], [4.923, 4.768, 1.250], [2.560, -0.758, -2.829], [-5.577, -1.085, 1.405], [-2.598, -1.888, 1.639], [-1.254, -6.710, 0.784], [2.297, -6.492, -1.615], [1.455, -2.109, -2.705], [-5.482, 2.332, -1.171], [-3.301, 6.365, -1.963], [2.968, 1.257, -0.227], [2.241, -1.673, 5.064]], "mulliken_charge": [2.006, 0.084, 0.083, -0.213, -0.182, -0.207, -0.088, -0.922, -0.896, -0.244, -0.613, 0.399, 0.054, -0.334, 0.143, -0.965, -0.183, 1.410, -0.781, -0.270, 0.580, 0.166, -1.161, 0.344, -0.087, -0.450, 0.595, -0.325, 0.539, 0.352, -0.482, -1.064, -0.410, -0.647, -0.638, 0.679, 0.707, -2.017, 0.347, -0.805, -0.708, 1.205, -0.159, -0.341, 0.420, -0.679, -0.761, -0.160, -1.057, -0.979, -0.834, -0.342, 0.443, 0.540, 0.381, 0.527, 0.350, 0.669, 0.422, 0.513, 0.628, 0.436, 0.346, 0.467, -0.332, 0.385, 0.438, 0.563, 0.400, 0.261, 0.429, 0.231, 0.439, 0.438, 0.327, 0.468, 0.445, 0.237, 0.438], "s_squared": 6.05, "max_force_ha_per_bohr": 0.005, "homo_energy_ev": [-9.61, -9.69], "total_charge": 1, "multiplicity": 5, "gap_ev": [7.1, 3.4], "e_tot_ha": -8700.4084}